The following is a DFT calculation (ωB97M-V/def2-TZVPD) of the molecule C5H3NO at a distorted geometry.

Calculated values
Relative energy (zero: lowest compared OMol25 entry of this formula, charge and spin) (kJ/mol): 442.6
Molar mass (g mol⁻¹): 93.08
HOMO (spin up / spin down) (eV): -9.16 / -9.16

Geometry as ORCA input:
```
! RIJCOSX wB97M-V def2-TZVPD def2/J DEFGRID3
* xyz 0 1
H 1.95 -0.15 -2.05
C -0.16 0.03 0.47
H 1.90 0.73 0.37
C 1.05 0.23 -0.09
C -1.02 0.65 1.56
C 1.03 -0.28 -1.45
O 0.04 -0.82 -1.94
C -1.42 -0.32 0.22
H -1.91 -1.27 0.46
N -1.42 1.18 2.53
*
```

***

The following is a DFT calculation (ωB97M-V/def2-TZVPD) of a 5-piece molecular cluster, C11H28Cl6N2O2 overall.

Calculated values
Structure (SMILES): COC[C@H](C)N.COC[C@H](C)N.ClCCl.ClCCl.ClCCl
Molar mass (g mol⁻¹): 433.07
HOMO (eV): -9.22

Geometry as ORCA input:
```
! RIJCOSX wB97M-V def2-TZVPD def2/J DEFGRID3
* xyz 0 1
Cl -9.10 18.70 -25.55
H -7.70 14.90 -20.73
C -6.76 15.36 -20.39
O -5.65 14.64 -20.87
H -10.14 10.77 -26.29
Cl -7.96 17.17 -23.32
Cl -7.64 11.22 -20.20
H -8.43 10.51 -26.66
C -4.25 13.70 -24.17
C -9.73 11.67 -23.88
O -8.77 11.48 -24.90
C -7.86 9.74 -19.25
H -5.21 13.61 -24.70
Cl -12.46 14.77 -26.43
H -8.87 9.74 -18.87
H -10.22 14.34 -21.76
H -6.77 16.41 -20.70
N -4.95 12.27 -22.33
C -4.51 13.63 -22.68
H -7.11 9.72 -18.48
H -3.60 13.81 -22.11
H -5.21 12.26 -21.35
H -11.36 13.15 -22.38
H -5.77 12.00 -22.86
C -9.17 10.52 -25.85
N -9.14 14.04 -24.03
H -6.74 15.30 -19.30
H -3.81 14.65 -24.46
H -8.56 14.69 -23.51
H -10.91 15.29 -24.74
C -9.35 12.89 -23.10
H -10.18 12.70 -21.12
H -11.26 16.70 -25.76
H -8.78 16.44 -25.35
H -9.23 9.52 -25.41
H -8.39 12.60 -22.64
Cl -12.86 16.43 -24.05
H -3.64 12.86 -24.48
H -6.48 14.46 -22.79
H -10.74 11.73 -24.31
H -9.75 10.81 -23.19
C -8.16 17.27 -25.06
H -7.20 17.25 -25.57
H -8.58 13.65 -24.78
C -5.53 14.67 -22.27
H -5.23 15.68 -22.62
C -10.34 13.29 -22.03
C -11.69 15.85 -25.24
Cl -7.68 8.29 -20.26
*
```

***

The following is a DFT calculation (ωB97M-V/def2-TZVPD) of C11H14AuNO3SSe2 as an isolated structure at a distorted geometry.

Calculated values
Relative energy (zero: lowest compared OMol25 entry of this formula, charge and spin) (kJ/mol): 0.0
Molar mass (g mol⁻¹): 595.19
HOMO (spin up / spin down) (eV): -15.24 / -15.24

Geometry as ORCA input:
```
! RIJCOSX wB97M-V def2-TZVPD def2/J DEFGRID3
* xyz 2 1
H 1.98 0.66 1.95
C -3.42 -0.19 -2.05
H 4.31 -0.32 1.34
C -1.97 0.14 -0.16
H 1.04 -1.50 2.51
Se 1.33 1.61 -0.28
O -0.66 0.97 -2.99
C 0.96 3.26 0.65
O -0.24 -1.19 -2.50
S -0.44 0.14 0.60
N 2.09 -2.59 -2.59
C -2.15 -0.08 -1.54
H 0.80 3.06 1.71
H 3.88 -0.16 -0.35
H -2.95 0.48 1.75
C -4.52 -0.14 -1.19
Se 2.72 -2.08 0.68
H 0.07 3.69 0.20
H -3.57 -0.35 -3.11
C -3.09 0.26 0.70
C 3.47 -0.27 0.65
H -5.51 -0.27 -1.59
Au 0.90 -1.64 -0.87
C -0.93 -0.06 -2.44
H 2.70 -1.75 3.15
O 1.52 -3.24 -3.25
C -4.35 0.09 0.18
H 1.80 3.93 0.51
H -5.21 0.17 0.82
H 3.21 1.74 1.31
C 1.94 -2.10 2.46
H 1.71 -3.14 2.68
C 2.57 0.89 1.07
*
```

***

The following is a DFT calculation (ωB97M-V/def2-TZVPD) of the molecule C4H9N3 at a distorted geometry.

Calculated values
Relative energy (zero: lowest compared OMol25 entry of this formula, charge and spin) (kJ/mol): 113.2
Structure (SMILES): N[C@H]1CN=CNC1
Molar mass (g mol⁻¹): 99.14
HOMO (eV): -8.63

Geometry as ORCA input:
```
! RIJCOSX wB97M-V def2-TZVPD def2/J DEFGRID3
* xyz 0 1
N -0.95 1.33 -0.15
H -2.41 0.27 -0.98
H 0.55 -2.24 0.24
H -0.13 -1.43 1.69
C -1.48 0.20 -0.39
N -1.16 -1.03 -0.06
H -1.73 -1.88 -0.39
H 1.85 -0.20 1.17
C 0.35 1.34 0.59
N 1.75 -0.08 -0.90
H 1.94 -1.05 -1.19
H 0.15 1.49 1.63
H 1.04 2.08 0.12
C 1.07 -0.07 0.40
C 0.11 -1.29 0.57
H 0.95 0.29 -1.54
*
```

***

The following is a DFT calculation (ωB97M-V/def2-TZVPD) of C10H30ClMgO5 as an isolated structure at a distorted geometry.

Calculated values
Relative energy (zero: lowest compared OMol25 entry of this formula, charge and spin) (kJ/mol): 0.0
Molar mass (g mol⁻¹): 290.10
HOMO (eV): -11.83

Geometry as ORCA input:
```
! RIJCOSX wB97M-V def2-TZVPD def2/J DEFGRID3
* xyz 1 1
C 10.38 12.35 7.30
H 11.13 8.78 6.80
H 12.42 12.41 7.63
H 6.12 9.74 6.68
C 13.27 10.27 4.15
H 11.18 7.27 4.88
H 6.54 11.35 6.13
C 10.54 7.38 5.75
H 5.59 8.14 2.38
Mg 9.50 10.42 5.13
H 12.26 10.28 2.22
O 8.14 10.21 6.72
C 11.11 6.58 6.90
H 11.66 13.73 8.49
C 6.77 10.59 6.88
H 11.09 5.50 6.76
C 6.66 8.20 2.60
H 11.98 11.51 3.28
H 11.89 13.84 6.74
O 10.86 9.85 3.78
H 9.54 13.01 7.09
O 10.35 8.70 6.24
Cl 8.61 12.29 4.08
H 12.16 6.85 7.02
C 12.06 10.42 3.29
H 11.60 11.09 6.77
O 10.77 11.32 6.34
H 14.12 10.78 3.71
H 13.58 9.24 4.31
H 13.03 10.75 5.10
C 7.03 8.76 3.99
H 6.59 10.26 8.97
C 11.64 13.17 7.56
H 9.56 6.98 5.46
H 7.06 7.19 2.57
O 8.39 9.04 3.95
C 6.49 11.10 8.30
H 10.89 8.99 3.36
H 8.74 8.43 3.31
H 5.42 11.32 8.32
H 6.86 7.96 4.72
H 6.39 9.60 4.27
H 7.10 11.90 8.72
H 10.15 11.72 8.16
H 8.45 9.43 7.18
H 6.94 8.83 1.76
H 10.48 6.85 7.74
*
```

***

The following is a DFT calculation (ωB97M-V/def2-TZVPD) of C26H29IN2NiS4Sb as an isolated structure at a distorted geometry.

Calculated values
Relative energy (zero: lowest compared OMol25 entry of this formula, charge and spin) (kJ/mol): 50.4
Molar mass (g mol⁻¹): 805.16
HOMO (spin up / spin down) (eV): -3.05 / -3.03

Geometry as ORCA input:
```
! RIJCOSX wB97M-V def2-TZVPD def2/J DEFGRID3
* xyz -1 1
C 3.03 -3.15 0.68
C -0.68 -3.25 -2.14
H -0.59 -4.73 -3.72
H -2.15 -4.99 -0.22
C -0.13 -4.54 -2.74
H 1.95 0.22 -2.60
C -2.45 -0.03 2.38
H -1.76 -3.31 -2.02
N -2.02 -0.03 0.02
H -4.17 0.06 -2.55
H 1.97 4.79 1.35
H 2.25 -4.03 -1.14
C 0.26 5.04 0.07
H -1.76 2.46 -0.75
H 0.39 6.11 -0.08
H 0.27 -4.73 1.66
C -3.34 -0.03 3.42
H 1.35 0.19 -4.96
C -4.32 -0.04 0.82
S 2.68 0.44 -0.34
H 0.34 -5.41 0.04
C 1.13 4.31 0.86
C -0.19 -4.70 0.67
C 0.92 2.95 1.02
H 2.94 -2.23 1.26
C -0.77 0.13 -4.60
H -1.39 0.00 2.56
C -3.83 0.02 -1.53
H -5.42 -0.04 4.03
C -4.75 -0.02 -0.53
H 2.71 -3.98 1.32
H 0.95 -4.48 -2.88
H -5.81 -0.03 -0.75
C -2.45 0.02 -1.23
C -1.42 0.10 -2.27
C -2.91 -0.04 1.04
H -0.48 -2.41 -2.80
H 2.55 -2.27 -1.23
Ni 0.24 0.08 0.05
H -6.27 -0.03 1.72
I -2.22 5.36 -1.68
N -0.08 2.28 0.44
Sb 0.10 -2.68 -0.15
C -0.79 4.35 -0.51
H 1.59 2.37 1.64
C -5.21 -0.04 1.91
H -1.04 0.11 -5.64
H -2.78 0.02 -3.94
C -1.68 -5.05 0.76
H -0.34 -5.40 -2.10
H -2.97 -0.03 4.44
H -2.20 -4.37 1.43
H -1.83 -6.07 1.13
C 0.90 0.19 -2.86
S 2.70 0.21 2.99
C -0.07 0.18 -1.86
S 3.70 1.07 1.25
H 4.09 -3.28 0.45
C -1.75 0.09 -3.63
C 0.57 0.17 -4.21
S 0.91 -0.40 2.35
C 2.20 -3.08 -0.59
C -0.93 2.99 -0.30
C -4.73 -0.04 3.19
*
```

***

The following is a DFT calculation (ωB97M-V/def2-TZVPD) of a 2-piece molecular cluster, C25H26N2O4S overall at a distorted geometry.

Calculated values
Relative energy (zero: lowest compared OMol25 entry of this formula, charge and spin) (kJ/mol): 234.7
Structure (SMILES): OC(c1ccccc1)(c1ccccc1)[C@@H]1CCCN1.Cc1ccc(S(=O)(=O)N=C=O)cc1
Molar mass (g mol⁻¹): 450.56
HOMO (eV): -8.32

Geometry as ORCA input:
```
! RIJCOSX wB97M-V def2-TZVPD def2/J DEFGRID3
* xyz 0 1
C 0.35 -1.82 2.54
C 0.15 2.03 4.57
C 2.72 0.91 4.47
C 2.95 0.74 1.14
H -7.29 -0.67 -2.53
C 2.52 2.06 0.97
C 1.81 0.70 3.43
O 1.73 -0.54 -2.11
C 1.05 2.25 5.62
C 2.27 -0.13 2.23
H -3.00 -2.29 -4.28
C -3.53 1.08 -4.18
H 4.34 -0.80 0.53
C -3.54 -1.35 -4.18
N 1.66 -1.79 0.57
H 0.43 -0.18 1.09
C -4.89 1.07 -3.88
H 0.48 -3.24 -0.44
C 4.15 2.34 -0.81
C 3.98 0.22 0.37
C 4.58 1.03 -0.61
H -1.03 -2.99 1.33
H -0.53 -1.31 2.95
H 3.37 -1.76 2.12
O -0.72 -1.40 -5.24
H -5.44 -2.27 -3.75
H -2.99 2.02 -4.28
H 0.09 -3.98 2.30
O -0.74 1.12 -5.31
N -0.47 -0.07 -2.95
H 1.92 -1.38 -0.33
C 3.12 2.86 -0.01
C 0.98 -3.07 0.52
C 2.33 1.68 5.56
H 3.71 0.45 4.43
S -1.12 -0.13 -4.71
C 1.12 -0.91 1.57
H -0.17 1.06 2.65
C -7.07 -0.15 -3.46
O 3.21 -1.04 2.77
H -7.61 -0.66 -4.27
H 5.39 0.61 -1.21
C -2.86 -0.13 -4.34
H 2.77 3.88 -0.14
H 1.73 -3.86 0.65
H -7.46 0.88 -3.39
C 0.64 -0.31 -2.54
C 0.52 1.24 3.47
H -0.85 2.46 4.58
H 0.75 2.87 6.47
H 3.04 1.85 6.37
H 4.61 2.96 -1.58
C -4.90 -1.33 -3.88
C 0.00 -3.07 1.70
H 1.01 -2.09 3.37
C -5.59 -0.13 -3.75
H -5.43 2.01 -3.75
H 1.74 2.46 1.61
*
```

***

The following is a DFT calculation (ωB97M-V/def2-TZVPD) of C11H16GdN2O4S as an isolated structure at a distorted geometry.

Calculated values
Relative energy (zero: lowest compared OMol25 entry of this formula, charge and spin) (kJ/mol): 535.5
Expectation value of S²: 16.105
Molar mass (g mol⁻¹): 429.58
HOMO (spin up / spin down) (eV): -18.06 / -18.06

Geometry as ORCA input:
```
! RIJCOSX wB97M-V def2-TZVPD def2/J DEFGRID3
* xyz 3 8
H -4.62 0.30 0.03
C 2.77 1.10 -0.50
H -5.12 -0.68 1.46
H -0.62 -0.38 5.18
H 5.83 0.70 -5.01
C 4.58 -0.97 -5.53
O -0.80 -1.17 -3.07
H 4.51 -2.05 -5.54
H 0.40 0.55 2.96
C -0.76 0.56 1.19
N -1.97 0.17 0.52
H -1.85 -1.33 4.25
C -1.59 0.73 3.60
N -0.56 0.47 2.61
H -2.09 0.49 -0.46
C -1.61 -0.33 4.68
H 6.27 -0.90 -4.22
C -2.99 -0.71 1.05
H -3.06 -1.61 0.40
O 3.51 1.65 0.19
H -2.73 -1.07 2.06
H -4.31 0.91 1.70
S 0.26 1.55 0.42
C 0.08 -0.66 -2.53
O 2.24 -2.46 -0.28
Gd 1.50 0.20 -1.59
H -1.36 1.71 4.08
H -2.37 -0.07 5.44
C 5.55 -0.33 -4.79
O 0.77 2.86 -2.93
H -2.59 0.85 3.14
C -4.34 0.00 1.06
H 4.07 -0.46 -6.34
C 1.97 -1.46 -0.78
C 1.05 1.85 -2.43
*
```

***

The following is a DFT calculation (ωB97M-V/def2-TZVPD) of the molecule C15H22FN3O6 at a distorted geometry.

Calculated values
Relative energy (zero: lowest compared OMol25 entry of this formula, charge and spin) (kJ/mol): 0.0
Structure (SMILES): CCCCCOC(=O)Nc1nc(=O)n([C@@H]2O[C@H](C)[C@@H](O)[C@H]2O)cc1F
Molar mass (g mol⁻¹): 359.35
HOMO (eV): -9.15

Geometry as ORCA input:
```
! RIJCOSX wB97M-V def2-TZVPD def2/J DEFGRID3
* xyz 0 1
H -5.73 0.25 -0.94
H 2.83 -1.20 1.48
H -6.82 0.23 1.29
H -5.86 -0.92 3.30
C 3.57 -1.09 -0.56
C -3.08 1.02 -1.13
H 5.53 -2.43 -0.63
H 5.15 0.17 -1.39
C 0.64 -0.71 0.04
N -1.97 1.65 -0.55
H 2.63 -2.75 -0.39
F 0.00 3.33 0.37
O 3.56 -2.48 -0.47
C 5.19 0.11 0.78
H -7.62 -1.01 3.27
H 5.53 -0.65 1.50
C -4.13 -1.02 -1.58
H -5.30 -2.33 0.64
C -6.71 -1.33 2.76
C 0.25 2.01 0.27
H 5.78 2.05 0.09
O 5.96 -1.58 -0.82
H 7.12 0.95 0.45
C -0.78 1.12 -0.18
H 6.22 1.71 1.77
C 6.14 1.29 0.77
C 1.47 1.50 0.57
O 0.90 -1.89 -0.04
H -6.23 -1.37 -1.42
C -5.47 -0.81 -0.88
N -0.55 -0.16 -0.25
N 1.68 0.18 0.45
C -5.43 -1.25 0.59
H -6.66 -2.41 2.81
C -6.71 -0.85 1.32
H -4.58 -0.79 1.08
H -7.57 -1.28 0.79
H 2.30 2.11 0.90
C 2.98 -0.42 0.71
H 3.01 -0.75 -1.45
C 5.03 -0.58 -0.60
H -2.04 2.66 -0.55
H -4.22 -0.73 -2.63
O -3.92 1.69 -1.67
O 3.88 0.55 1.14
O -3.06 -0.28 -0.98
H -3.80 -2.06 -1.51
*
```

***

The following is a DFT calculation (ωB97M-V/def2-TZVPD) of C20H41N3O2Si2 as an isolated structure.

Calculated values
Molar mass (g mol⁻¹): 411.74
HOMO (eV): -9.34

Geometry as ORCA input:
```
! RIJCOSX wB97M-V def2-TZVPD def2/J DEFGRID3
* xyz 0 1
H 0.08 2.28 0.66
H -4.02 -0.38 0.79
H -0.90 -1.08 2.74
C 2.06 -1.61 3.24
H 2.19 -3.10 1.71
H -2.50 0.70 -1.45
N 1.12 -2.85 -5.30
H 3.49 -1.97 0.24
H -0.14 4.80 2.02
C 2.91 -1.27 0.84
H -5.90 -1.92 1.13
H 3.44 -2.02 -6.23
H 0.04 -0.22 4.71
C 0.39 0.28 3.81
H 2.24 0.20 -4.16
C 1.84 -0.12 3.52
C -3.65 -0.12 2.91
H -1.53 2.61 -2.96
H 2.25 -1.52 -7.43
H -2.09 1.84 3.95
O 2.73 -1.59 -3.24
H -0.10 0.06 1.69
C 2.63 -1.31 -6.43
C 1.51 -1.44 -5.40
H 0.36 1.36 4.02
H 1.16 -0.46 -0.18
H 0.92 -1.91 1.43
H 4.34 -0.41 -3.83
Si -2.16 1.00 2.73
C -4.13 -0.50 4.16
H 4.45 -2.13 -4.29
H -5.62 -1.63 5.22
O -2.38 1.92 1.38
H -2.13 5.89 2.92
H 2.23 0.50 2.70
C 1.95 -2.03 1.77
C -1.13 4.47 1.70
C -5.39 -1.49 1.99
C -1.47 0.82 -1.79
H 0.30 -2.93 -4.71
H 3.05 -0.30 -6.43
H -1.40 0.30 -2.75
H 1.34 -2.19 3.84
C -5.23 -1.34 4.25
C 2.22 -0.24 -0.08
H 1.86 -3.34 -4.80
H -3.67 -0.14 5.07
H 2.65 -0.30 -1.08
C -0.60 -0.03 2.66
C 1.85 -0.82 -4.04
N -1.72 3.21 -0.97
H -0.06 2.44 -2.00
H -3.16 5.03 1.65
H 0.65 -0.89 -5.78
H -0.78 0.32 -1.10
H 3.61 -0.71 1.47
C -4.32 -0.64 1.80
H 2.35 0.77 0.31
H 0.92 -0.75 -3.46
N -5.86 -1.85 3.19
C 4.10 -1.43 -3.52
H 3.06 -1.88 3.59
Si -1.25 2.92 0.68
H 4.65 -1.66 -2.60
H 2.42 0.13 4.41
H -2.73 3.15 -1.05
C -1.15 2.31 -1.98
C -2.19 5.16 2.11
*
```